# 1
Here is an isolated molecule of C5H9ClO2S at a distorted geometry from OMol25. Energies are from ωB97M-V/def2-TZVPD.

- ΔE to the lowest compared entry with this formula, charge and spin (eV) = 4.815
- HOMO level (spin up / spin down) (hartree) = -0.3111 / -0.3111
- HOMO-LUMO gap (spin up / spin down) (eV) = 6.3283 / 6.3311

Each line ends with the Löwdin charge.
Cartesian coordinates (Å):
C  -0.24300  0.09618  1.28235  -0.253
C  1.33144  0.47927  1.42570  -0.231
C  -1.05135  -0.12843  0.10485  -0.205
C  -1.39591  1.08585  -0.75115  -0.004
C  -1.12650  -1.43912  -0.43975  -0.037
O  1.66972  1.02367  -1.30543  -0.394
O  1.67668  -1.35906  -0.66381  -0.415
S  1.84480  0.02821  -0.21110  0.367
Cl  3.93263  -0.05725  0.23327  0.266
H  -0.26265  -0.82864  1.93520  0.131
H  -0.63993  0.94555  1.81479  0.122
H  1.77803  1.52758  1.40382  0.062
H  -0.77684  0.95055  -1.65706  0.105
H  -0.99684  1.96061  -0.27389  0.083
H  -2.41018  1.28501  -1.04429  0.092
H  -1.83345  -1.70802  -1.34384  0.152
H  -1.36920  -2.21495  0.23826  0.094
H  -0.12746  -1.64701  -0.74793  0.062

Atomic forces in eV per Å
C -0.5 -1.7 2.8
C 0.7 -0.1 -3.0
C 1.0 2.5 -1.4
C 1.4 -0.8 0.4
C -3.7 -1.4 -2.3
O 0.1 -1.5 2.2
O -0.6 1.2 1.1
S 2.6 0.3 -2.1
Cl -0.4 0.5 -0.2
H -0.4 1.0 -0.7
H -0.5 0.4 0.4
H -1.5 -0.7 0.2
H -0.3 0.0 0.1
H 0.1 0.5 0.3
H -0.6 -0.6 0.0
H 1.3 1.4 1.5
H 0.1 -0.7 1.3
H 1.3 -0.3 -0.4

---

# 2
Here is C40H44AsN5PPdS as an isolated structure from OMol25. Energies are from ωB97M-V/def2-TZVPD.

- ΔE to the lowest compared entry with this formula, charge and spin (eV) = 0.027
- HOMO level (hartree) = -0.5929
- HOMO-LUMO gap (eV) = 6.2723
- charge = +3

Each line ends with the Löwdin charge.
Cartesian coordinates (Å):
Pd  0.73402  0.21289  0.58195  0.644
C  -2.07303  -0.23716  -0.57028  -0.068
N  -1.05931  0.84195  -0.52985  -0.106
C  -0.59320  1.24004  -1.87830  -0.103
C  0.34301  0.18124  -2.34721  -0.320
N  1.08984  -0.53374  -1.52337  0.086
C  1.76860  -1.45862  -2.34303  -0.196
C  2.67885  -2.48169  -2.07346  -0.027
C  3.17139  -3.21200  -3.13379  -0.039
C  2.78912  -2.95002  -4.45900  -0.036
C  1.89341  -1.94634  -4.75029  0.019
C  1.39971  -1.22376  -3.67018  -0.164
N  0.48478  -0.18168  -3.62682  0.205
C  -1.60108  -1.45291  0.15763  -0.296
N  -0.54587  -1.47969  0.95249  0.051
C  -0.59995  -2.71260  1.61967  -0.214
C  0.13280  -3.22809  2.68654  -0.040
C  -0.21008  -4.47687  3.16306  -0.039
C  -1.27151  -5.21099  2.61010  -0.038
C  -2.04447  -4.69190  1.59376  0.021
C  -1.69347  -3.42888  1.13122  -0.165
N  -2.30288  -2.59203  0.20565  0.210
H  -2.34556  -0.47079  -1.60082  0.146
H  -2.97868  0.10782  -0.06601  0.133
H  -1.45775  1.66965  -0.09139  0.096
H  -0.09454  2.20544  -1.80079  0.104
H  -1.43478  1.34900  -2.56675  0.147
H  3.00757  -2.71374  -1.07444  0.068
H  3.87557  -4.00975  -2.94060  0.122
H  3.20453  -3.54578  -5.25956  0.125
H  1.58795  -1.73220  -5.76556  0.130
H  0.01764  0.23462  -4.41795  0.189
H  0.90695  -2.65337  3.16838  0.068
H  0.34049  -4.89830  3.99333  0.122
H  -1.50126  -6.18978  3.00748  0.125
H  -2.88767  -5.23511  1.18885  0.130
H  -3.14718  -2.79156  -0.30902  0.190
S  1.78467  2.23916  0.17003  0.753
C  0.50206  3.40402  0.53528  -0.664
C  0.49464  4.62617  -0.13092  -0.080
C  -0.40529  5.60820  0.26318  -0.020
C  -1.29564  5.38537  1.30746  -0.028
C  -1.30281  4.16413  1.96488  -0.069
C  -0.41610  3.17131  1.55669  -0.423
As  -0.17125  1.50833  2.47223  1.365
C  -1.85163  0.68942  2.87033  -0.367
C  -1.87698  -0.47542  3.63642  -0.123
C  -3.09019  -1.07326  3.93373  -0.032
C  -4.27460  -0.51271  3.46612  -0.026
C  -4.24777  0.64226  2.69682  -0.043
C  -3.03469  1.24644  2.38921  -0.113
C  0.71004  2.02706  4.08575  -0.369
C  0.24750  1.60010  5.32798  -0.086
C  0.80899  2.13991  6.47616  -0.035
C  1.82011  3.08625  6.37991  -0.020
C  2.27121  3.51481  5.13498  -0.032
C  1.71398  2.99301  3.98107  -0.114
H  1.19983  4.81908  -0.92988  0.122
H  -0.40442  6.56189  -0.24774  0.130
H  -1.98253  6.16329  1.61100  0.128
H  -1.98102  4.00089  2.79331  0.122
H  -0.96159  -0.92732  3.99926  0.093
H  -3.11230  -1.97227  4.53563  0.127
H  -5.22206  -0.97442  3.71052  0.127
H  -5.17119  1.08455  2.34712  0.125
H  -3.02930  2.15385  1.79797  0.097
H  -0.55272  0.87789  5.41495  0.100
H  0.44739  1.82698  7.44626  0.126
H  2.25066  3.50530  7.27957  0.128
H  3.04627  4.26614  5.06653  0.126
H  2.05122  3.34314  3.01204  0.101
C  4.40803  -2.72184  1.10363  -0.100
C  2.97864  -2.23789  1.37335  -0.361
P  2.83685  -0.42423  1.46118  0.920
C  3.22165  0.01349  3.17661  -0.347
C  2.49546  -0.75641  4.27407  -0.115
C  4.22309  0.34650  0.56535  -0.398
C  4.29260  0.28861  -0.95737  -0.120
H  4.41104  -3.81112  1.08665  0.101
H  5.08993  -2.40993  1.89553  0.090
H  4.80501  -2.36720  0.15413  0.064
H  2.65795  -2.60734  2.34421  0.053
H  2.25443  -2.63011  0.66138  0.061
H  3.09865  1.09172  3.28031  0.062
H  4.29896  -0.17526  3.24489  0.113
H  2.67875  -0.27511  5.23344  0.095
H  2.86436  -1.77927  4.35341  0.085
H  1.41511  -0.78564  4.12555  0.037
H  5.09108  -0.15731  1.00316  0.098
H  4.26433  1.37519  0.92626  0.067
H  4.50584  -0.71532  -1.31856  0.064
H  5.09768  0.94002  -1.29394  0.100
H  3.37299  0.62524  -1.43005  0.027

Atomic forces in eV per Å
Pd 0.1 0.0 0.2
C 0.0 -0.1 0.1
N 0.0 0.1 0.0
C 0.0 -0.1 0.0
C 0.0 0.1 0.0
N -0.1 0.0 0.0
C 0.0 0.0 0.0
C 0.0 0.0 0.1
C 0.0 0.0 0.0
C 0.0 0.0 0.0
C 0.0 0.0 0.0
C 0.0 0.0 0.0
N 0.0 0.0 0.0
C 0.0 0.0 0.0
N 0.0 0.0 -0.1
C 0.0 0.0 0.0
C 0.0 0.0 0.0
C 0.0 0.0 0.0
C 0.0 0.0 0.0
C 0.0 0.0 0.0
C 0.0 0.0 0.0
N 0.0 0.0 0.0
H 0.1 0.0 0.0
H 0.0 0.0 0.0
H 0.0 0.0 0.0
H 0.0 0.0 0.0
H 0.0 0.0 0.0
H 0.0 0.0 -0.1
H 0.0 0.0 0.0
H 0.0 0.0 0.0
H 0.0 0.0 0.0
H 0.0 0.0 0.0
H 0.0 0.0 0.0
H 0.0 0.0 0.0
H 0.0 0.0 0.0
H 0.0 0.0 0.0
H 0.0 0.0 0.0
S 0.0 0.0 0.0
C 0.0 0.0 0.0
C 0.0 0.0 0.0
C 0.0 0.0 0.0
C 0.0 0.0 0.0
C 0.0 0.0 0.0
C 0.0 0.0 -0.1
As 0.0 0.0 0.0
C 0.0 0.0 0.0
C 0.0 0.0 0.0
C 0.0 0.0 0.0
C 0.0 0.0 0.0
C 0.0 0.0 0.0
C 0.0 0.0 0.0
C 0.0 0.0 0.0
C 0.0 0.0 0.0
C 0.0 0.0 0.0
C 0.0 0.0 0.0
C 0.0 0.0 0.0
C 0.0 0.0 0.0
H 0.0 0.0 0.0
H 0.0 0.0 0.0
H 0.0 0.0 0.0
H 0.0 0.0 0.0
H 0.0 0.0 0.0
H 0.0 0.0 0.0
H 0.0 0.0 0.0
H 0.0 0.0 0.0
H 0.0 0.0 0.0
H 0.0 0.0 0.0
H 0.0 0.0 0.0
H 0.0 0.0 0.0
H 0.0 0.0 0.0
H 0.0 0.0 0.0
C 0.0 0.0 0.0
C 0.0 0.0 0.0
P -0.1 0.0 -0.1
C 0.0 0.0 0.0
C 0.0 0.0 0.0
C 0.0 0.0 0.0
C 0.0 0.0 0.0
H 0.0 0.0 0.0
H 0.0 0.0 0.0
H 0.0 0.0 0.0
H 0.0 0.0 0.0
H 0.0 0.0 0.0
H 0.0 0.0 0.0
H 0.0 0.0 0.0
H 0.0 0.0 0.0
H 0.0 0.0 0.0
H 0.0 0.0 0.0
H 0.0 0.0 0.0
H 0.0 0.0 0.0
H 0.0 0.0 0.0
H 0.0 0.0 0.0
H 0.0 0.1 0.0